1.
{
  "formula": "C5H20N6O5",
  "method": "ωB97M-V/def2-TZVPD",
  "multiplicity": 1,
  "total_charge": 0,
  "largest_force_ha_per_bohr": 0.0548,
  "e_homo_ev": -9.6,
  "de_lowest_kj_mol": 83.6,
  "smiles": "NC(N)=O.NC(N)=O.NC(N)=O.CO.CO",
  "orbital_gap_ev": 9.99,
  "total_energy_ev": -24688.9485,
  "symbols": ["N", "C", "N", "O", "H", "H", "H", "H", "N", "C", "N", "O", "H", "H", "H", "H", "N", "C", "N", "O", "H", "H", "H", "H", "C", "O", "H", "H", "H", "H", "C", "O", "H", "H", "H", "H"],
  "positions_angstrom": [[-5.0047, -3.1006, 11.7827], [-5.3128, -3.5722, 13.0350], [-6.3125, -4.5082, 13.0444], [-4.7893, -3.1513, 14.0459], [-5.3514, -3.5261, 10.9457], [-4.3223, -2.3636, 11.8163], [-6.7986, -4.6924, 12.1888], [-6.4922, -4.9267, 13.9359], [-2.8607, 0.7459, 10.7288], [-1.9632, -0.2512, 10.9378], [-0.8579, 0.0499, 11.6765], [-2.1129, -1.3767, 10.4693], [-2.6244, 1.7007, 10.9223], [-3.6377, 0.5135, 10.1387], [-0.5787, 0.9773, 11.9262], [-0.3031, -0.7818, 11.7866], [-4.2658, -6.5912, 4.4437], [-3.3860, -5.9917, 5.3095], [-3.8451, -4.8021, 5.8017], [-2.4562, -6.6337, 5.7781], [-5.2161, -6.2758, 4.4869], [-4.0166, -7.4463, 3.9878], [-4.5014, -4.2180, 5.3178], [-3.3731, -4.3851, 6.5909], [-2.0999, -2.9191, 7.7334], [-2.3136, -3.6224, 8.9207], [-1.7268, -3.5527, 6.9335], [-3.0436, -2.4359, 7.4325], [-1.3789, -2.0979, 7.8377], [-2.6269, -3.0235, 9.6115], [-0.0660, -4.5427, 4.3581], [0.1144, -5.2546, 3.1594], [-1.0189, -4.7317, 4.8587], [0.6025, -4.9521, 5.1407], [0.2408, -3.5007, 4.3999], [-0.1496, -6.1625, 3.3283]]
}

=====

2.
{
  "formula": "C4H10N2O",
  "method": "ωB97M-V/def2-TZVPD",
  "multiplicity": 1,
  "total_charge": 0,
  "largest_force_ha_per_bohr": 0.0444,
  "e_homo_ev": -8.9,
  "de_lowest_kj_mol": 239.8,
  "smiles": "NCCNCC=O",
  "orbital_gap_ev": 9.65,
  "total_energy_ev": -9336.5023,
  "symbols": ["N", "C", "C", "N", "C", "C", "O", "H", "H", "H", "H", "H", "H", "H", "H", "H", "H"],
  "positions_angstrom": [[-2.4648, 0.5309, -0.9175], [-1.6956, -0.6814, -0.9826], [-0.5595, -0.8171, 0.0210], [0.4911, 0.1306, -0.1443], [1.4935, 0.0760, 0.9080], [2.6205, 1.0617, 0.8658], [2.4360, 2.1921, 1.2531], [-2.7347, 0.7621, 0.0226], [-2.2050, 1.3581, -1.4209], [-2.3370, -1.5620, -0.9889], [-1.2828, -0.7504, -2.0051], [-0.9466, -0.6836, 1.0425], [-0.2688, -1.8822, -0.0801], [0.9083, 0.1920, -1.0574], [1.8551, -0.9795, 0.9578], [1.0065, 0.2077, 1.8758], [3.6837, 0.8450, 0.6503]]
}

=====

3.
{
  "formula": "C3H10S",
  "method": "ωB97M-V/def2-TZVPD",
  "multiplicity": 1,
  "total_charge": 0,
  "largest_force_ha_per_bohr": 0.0281,
  "e_homo_ev": -9.0,
  "de_lowest_kj_mol": 30.9,
  "smiles": "CCS.C",
  "orbital_gap_ev": 10.02,
  "total_energy_ev": -14108.0167,
  "symbols": ["C", "C", "S", "H", "H", "H", "H", "H", "H", "C", "H", "H", "H", "H"],
  "positions_angstrom": [[0.7310, -0.7280, -0.5730], [0.5273, -2.1788, -0.9249], [1.7968, -3.0922, 0.0747], [1.7460, -0.3321, -0.6652], [0.4542, -0.6186, 0.4401], [0.1113, -0.0371, -1.1571], [-0.4241, -2.5273, -0.5252], [0.6205, -2.5007, -1.9602], [1.7389, -4.3097, -0.4701], [-4.0056, 7.5715, 1.2901], [-4.6836, 6.7234, 1.1669], [-3.0374, 7.1663, 0.9638], [-3.9764, 7.7932, 2.3541], [-4.2438, 8.3746, 0.6030]]
}

=====

4.
{
  "formula": "C4H10N4O",
  "method": "ωB97M-V/def2-TZVPD",
  "multiplicity": 1,
  "total_charge": 0,
  "largest_force_ha_per_bohr": 0.0470,
  "e_homo_ev": -7.9,
  "de_lowest_kj_mol": 355.8,
  "smiles": "NC/N=C(/N)O.C=C=N",
  "orbital_gap_ev": 8.40,
  "total_energy_ev": -12314.8471,
  "symbols": ["N", "C", "N", "C", "N", "O", "H", "H", "H", "H", "H", "H", "H", "C", "C", "N", "H", "H", "H"],
  "positions_angstrom": [[1.8095, 0.0874, -2.4263], [1.2963, 0.4903, -1.1580], [1.1029, -0.5014, -0.2228], [0.5116, -0.2562, 0.9014], [0.2226, -1.2803, 1.8100], [0.5729, 0.9983, 1.4778], [1.5190, -0.8563, -2.6517], [2.8186, 0.1517, -2.4781], [0.0447, 0.8130, -1.3331], [1.7633, 1.4121, -0.8034], [0.7289, -1.1946, 2.6820], [0.3546, -2.1908, 1.3943], [-0.1338, 1.0704, 2.1336], [-2.5060, -0.4360, 0.6892], [-1.6725, 0.2118, -0.0859], [-1.3440, 0.9509, -1.0653], [-2.1526, -1.1520, 1.4205], [-3.5755, -0.2718, 0.6123], [-1.3607, 1.9534, -0.8964]]
}

=====

5.
{
  "formula": "C38H50IN5O5SSi4Ti",
  "method": "ωB97M-V/def2-TZVPD",
  "multiplicity": 3,
  "total_charge": -2,
  "largest_force_ha_per_bohr": 0.0160,
  "e_homo_ev": [-0.7, -1.7],
  "de_lowest_kj_mol": 144.6,
  "orbital_gap_ev": [4.48, 5.49],
  "total_energy_ev": -131472.7748,
  "symbols": ["Ti", "C", "C", "C", "C", "C", "C", "N", "C", "C", "C", "C", "C", "C", "N", "N", "C", "C", "C", "C", "C", "N", "H", "H", "H", "H", "H", "H", "H", "H", "H", "H", "H", "H", "H", "O", "C", "C", "O", "C", "C", "O", "C", "O", "O", "C", "S", "C", "H", "H", "H", "H", "H", "H", "I", "C", "C", "C", "C", "C", "N", "H", "H", "H", "H", "C", "Si", "C", "C", "Si", "Si", "C", "C", "C", "Si", "C", "C", "C", "H", "H", "H", "H", "H", "H", "H", "H", "H", "H", "H", "H", "H", "H", "H", "H", "H", "H", "H", "H", "H", "H", "H", "H", "H", "H", "H"],
  "positions_angstrom": [[-0.6982, -0.9814, -1.7726], [-4.1669, -4.4951, 1.2178], [-2.8714, -4.2092, 1.6147], [-1.9460, -3.7168, 0.7008], [-2.3064, -3.4877, -0.6269], [-3.6222, -3.7636, -1.0116], [-4.5362, -4.2679, -0.1042], [-1.3772, -2.9685, -1.5556], [-1.2618, -3.6855, -2.7330], [-1.4328, -5.0624, -2.8952], [-1.2119, -5.6549, -4.1336], [-0.8185, -4.8920, -5.2271], [-0.6583, -3.5150, -5.0869], [-0.8988, -2.9248, -3.8572], [-0.7975, -1.5537, -3.5877], [-0.6497, -0.7441, -4.7007], [-0.4022, 0.4650, -4.3005], [-0.2027, 1.5361, -5.2442], [0.0261, 2.7900, -4.8006], [0.0816, 3.0476, -3.3964], [-0.0868, 2.0030, -2.5460], [-0.3119, 0.7226, -2.9437], [-4.8931, -4.8556, 1.9361], [-2.5769, -4.3423, 2.6487], [-0.9319, -3.4979, 1.0060], [-3.9139, -3.5597, -2.0347], [-5.5567, -4.4528, -0.4211], [-1.7243, -5.6663, -2.0445], [-1.3400, -6.7270, -4.2380], [-0.6383, -5.3624, -6.1869], [-0.3636, -2.8864, -5.9155], [-0.2454, 1.2851, -6.2957], [0.1766, 3.5993, -5.5069], [0.2639, 4.0393, -3.0060], [-0.0363, 2.1408, -1.4736], [-3.0275, -1.4996, 3.5537], [-2.5230, -1.0772, 2.5292], [-1.2165, -0.5042, 2.2996], [-0.2330, -0.3437, 3.1377], [-1.1518, -0.1096, 0.9216], [-2.2567, -0.4909, 0.1751], [-2.3847, -0.3377, -1.1351], [-3.2511, -1.0156, 1.1437], [-4.4197, -1.2273, 0.9665], [-0.1280, 0.6140, 0.4120], [5.5698, -0.1037, -1.1195], [3.9772, -0.0928, -0.2897], [4.4177, -1.0356, 1.1787], [6.3480, 0.3607, -0.5086], [5.4554, 0.4650, -2.0423], [5.8662, -1.1202, -1.3846], [4.5449, -2.0932, 0.9445], [3.5985, -0.9371, 1.8907], [5.3262, -0.6375, 1.6372], [2.6684, -1.4568, -3.7185], [1.8193, -2.4584, -2.0595], [2.2661, -3.7359, -1.8268], [2.1090, -4.3047, -0.5623], [1.6716, -3.4355, 0.4620], [1.2238, -2.1870, 0.1669], [1.1269, -1.6971, -1.1353], [2.7676, -4.2633, -2.6280], [2.3786, -5.3332, -0.3664], [1.6819, -3.7423, 1.5018], [0.9125, -1.5131, 0.9554], [-1.8842, 4.9841, 1.8102], [-1.9366, 3.2033, 1.1795], [-2.5848, 3.2509, -0.5771], [-3.2714, 2.3361, 2.1988], [0.1347, 2.0491, 1.4664], [2.0206, 3.2929, 0.7056], [2.6130, 3.1660, -1.0769], [3.5346, 3.0341, 1.8065], [1.5281, 5.1074, 0.9402], [0.3186, 1.4063, 3.7721], [1.8778, 0.5718, 4.4543], [-1.1578, 1.4513, 4.9664], [0.8662, 3.2491, 4.2447], [-2.9141, 5.3563, 1.8381], [-1.3000, 5.6463, 1.1686], [-1.4755, 5.0503, 2.8215], [-3.6097, 3.6366, -0.5390], [-2.6177, 2.2569, -1.0296], [-1.9968, 3.8951, -1.2328], [-3.9427, 3.0843, 2.6336], [-2.8790, 1.7280, 3.0136], [-3.8716, 1.6813, 1.5608], [2.3984, 2.2197, -1.5720], [3.6992, 3.2992, -1.0574], [2.1716, 3.9636, -1.6790], [4.2070, 2.3027, 1.3565], [3.2890, 2.6946, 2.8103], [4.0594, 3.9922, 1.8934], [0.7859, 5.4094, 0.1968], [2.4196, 5.7293, 0.7979], [1.1220, 5.3173, 1.9320], [1.8047, -0.5160, 4.4449], [2.0314, 0.9145, 5.4837], [2.7667, 0.8591, 3.8877], [-1.8182, 0.5851, 4.9115], [-1.7505, 2.3604, 4.8280], [-0.7326, 1.5064, 5.9759], [1.8013, 3.5819, 3.7830], [0.9984, 3.3273, 5.3332], [0.0872, 3.9734, 3.9712]]
}

=====

6.
{
  "formula": "C3H7NSi",
  "method": "ωB97M-V/def2-TZVPD",
  "multiplicity": 1,
  "total_charge": 0,
  "largest_force_ha_per_bohr": 0.0552,
  "e_homo_ev": -10.5,
  "de_lowest_kj_mol": 52.8,
  "smiles": "C[SiH](C)C#N",
  "orbital_gap_ev": 11.18,
  "total_energy_ev": -12591.1719,
  "symbols": ["C", "Si", "C", "C", "N", "H", "H", "H", "H", "H", "H", "H"],
  "positions_angstrom": [[0.6979, -1.6484, -0.1355], [-0.1708, 0.2623, -0.6893], [0.5752, 1.4094, 0.5754], [-2.0042, 0.1487, -0.2059], [-3.0789, 0.0577, 0.2426], [0.0761, -2.2112, -0.7704], [1.8009, -1.8501, -0.3595], [0.4590, -2.0025, 0.8545], [-0.4129, 0.6098, -2.1731], [0.2884, 2.4533, 0.2982], [0.1272, 1.1761, 1.6155], [1.6423, 1.5948, 0.7475]]
}